# 1
Formula: C27H41Cl2HgN4O4
Source: the OMol25 dataset
Level of theory: wB97M-V/def2-TZVPD

Geometry as XYZ:
```
79
Properties=species:S:1:pos:R:3:forces:R:3
O 1.187 2.391 -2.518 -1.89 -0.48 -2.85
C 1.109 1.883 -3.670 1.63 1.10 1.57
C 1.791 2.635 -4.729 0.02 0.59 -0.72
C 2.404 3.855 -4.364 -0.15 -0.39 -0.06
H 2.275 4.204 -3.335 0.17 -0.17 -0.43
C 3.145 4.570 -5.289 -0.08 -0.18 -0.11
H 3.648 5.471 -4.957 0.00 0.02 -0.18
C 3.243 4.127 -6.613 -0.18 -0.21 0.12
H 3.840 4.695 -7.332 -0.25 -0.22 0.17
C 2.574 2.957 -7.004 0.08 -0.02 0.17
H 2.628 2.634 -8.045 -0.01 0.03 0.28
C 1.867 2.197 -6.066 -0.02 0.37 0.38
H 1.342 1.274 -6.333 0.30 0.28 -0.06
H 0.745 0.869 -3.846 -0.15 0.04 0.12
C -1.987 1.538 -3.583 0.05 1.01 -0.41
C -1.359 0.326 -3.085 -0.44 -0.81 1.96
H -3.084 1.510 -3.774 0.51 -0.15 0.16
H -1.476 1.846 -4.507 -0.42 0.22 0.02
H -1.762 2.297 -2.792 -0.35 -0.26 -0.70
C -1.526 -0.388 -1.984 -0.04 -0.42 0.03
C -2.861 -0.741 -1.320 -0.03 0.52 -0.33
H -0.655 -0.725 -1.420 0.12 -0.27 -0.38
H -3.681 -0.447 -1.978 -0.11 -0.01 0.07
H -2.987 -0.207 -0.368 0.21 0.02 -0.15
H -2.984 -1.806 -1.094 0.30 0.07 -0.16
Hg 2.365 1.921 -0.810 0.13 -0.21 0.30
Cl -0.248 2.279 0.262 0.03 0.19 0.00
Cl 2.335 -0.651 -2.187 0.32 0.13 -0.30
C -1.058 0.293 2.933 1.21 -0.44 -0.13
O -0.111 -0.501 2.996 -1.37 0.75 0.09
N -2.185 0.173 3.671 -0.29 -0.57 0.36
C -2.315 -0.969 4.554 0.13 -0.07 0.28
C -3.144 1.245 3.829 0.29 0.00 -0.17
H -1.040 1.158 2.252 -0.04 -0.04 0.05
H -1.890 -1.861 4.074 -0.10 0.32 0.15
H -3.378 -1.128 4.771 0.20 -0.04 -0.08
H -1.790 -0.806 5.514 -0.15 -0.08 -0.29
H -3.105 1.877 2.943 -0.09 0.08 0.05
H -2.928 1.855 4.714 0.01 0.01 -0.03
H -4.144 0.823 3.951 0.00 0.06 -0.16
H 0.814 -5.771 1.031 -0.07 0.03 0.08
H 2.989 -5.435 -0.652 -0.09 0.09 -0.08
C 0.330 -5.069 0.341 0.25 -0.09 -0.10
C 2.250 -4.829 -1.197 -0.15 0.44 0.23
N 1.307 -4.203 -0.285 -0.44 -0.82 0.08
H -0.394 -4.462 0.882 0.09 -0.02 -0.03
C 1.323 -2.879 0.011 1.45 0.66 -1.04
O 0.655 -2.321 0.844 -0.71 -0.15 0.53
H 2.766 -4.042 -1.757 -0.08 -0.20 0.03
H 2.038 -2.306 -0.636 -0.37 -0.42 0.38
H -0.171 -5.663 -0.431 -0.09 0.05 0.06
H 1.713 -5.494 -1.886 0.10 0.18 -0.01
C 2.649 2.540 6.962 0.02 0.22 0.05
C 2.156 1.109 6.917 -0.43 -0.08 -0.18
N 2.539 0.423 5.686 -0.14 0.03 0.26
C 2.521 -1.040 5.792 0.33 -0.38 -0.06
C 1.151 -1.690 5.675 -0.30 -0.05 -0.05
C 2.099 0.994 4.504 -0.68 0.29 -0.04
O 1.285 1.912 4.451 0.80 -0.61 0.38
C 2.732 0.468 3.269 0.48 -0.12 0.10
C 3.940 -0.246 3.239 -0.42 0.53 -0.44
C 4.394 -0.717 2.015 -0.10 -0.16 -0.22
C 3.752 -0.317 0.851 -0.12 1.06 0.57
N 2.833 0.668 0.918 -1.16 -1.93 1.03
C 2.163 0.879 2.078 1.20 0.09 -1.20
H 3.718 2.588 6.736 -0.07 0.01 0.02
H 2.486 2.952 7.960 0.02 0.01 -0.03
H 2.103 3.148 6.238 0.16 -0.03 0.12
H 2.585 0.530 7.739 -0.05 0.06 -0.03
H 1.061 1.098 7.020 0.10 0.01 0.14
H 3.165 -1.469 5.021 -0.17 0.01 0.33
H 2.959 -1.280 6.768 0.06 0.01 -0.19
H 0.717 -1.552 4.672 0.14 0.07 0.35
H 1.254 -2.770 5.850 -0.04 0.19 0.05
H 0.460 -1.281 6.425 0.08 -0.13 -0.16
H 4.507 -0.404 4.146 -0.02 -0.06 -0.05
H 5.258 -1.354 1.918 0.08 -0.20 0.18
H 3.950 -0.722 -0.145 0.24 0.43 0.17
H 1.219 1.420 1.987 0.49 0.17 0.13
```
Positions in Å, forces in eV/Å.

The total charge is -1. For the HOMO energy (spin up / spin down), the calculation gives -4.562 / -2.962 eV. The LUMO energy (spin up / spin down) is 2.22 / 2.31 eV. Its gap between HOMO and LUMO (spin up / spin down) is 6.79 / 5.27 eV.

=====

# 2
Formula: C27H41CsN5O5S2Si
Source: the OMol25 dataset
Level of theory: wB97M-V/def2-TZVPD

Geometry as XYZ:
```
82
Properties=species:S:1:pos:R:3:forces:R:3
Cs -0.561 0.825 0.996 2.41 -1.22 1.59
O -1.285 2.411 -0.856 -0.32 0.87 -1.22
N -2.349 2.800 -0.325 -0.50 0.10 -0.07
N -3.114 1.845 0.118 -0.54 0.20 0.06
O -2.842 0.563 0.027 -1.78 0.26 -0.79
C -4.373 2.254 0.698 0.61 -0.26 -0.23
C -4.736 3.591 0.807 -0.09 0.12 0.06
C -5.954 3.908 1.385 0.02 -0.01 -0.01
C -6.805 2.909 1.848 0.03 0.03 -0.03
C -6.424 1.583 1.727 0.07 -0.06 -0.03
C -5.203 1.246 1.150 -0.29 -0.02 0.15
H -4.069 4.362 0.453 -0.01 -0.03 0.00
H -6.237 4.949 1.478 -0.02 0.00 0.00
H -7.755 3.168 2.298 0.01 0.00 0.01
H -7.074 0.796 2.089 0.00 0.01 -0.01
H -4.877 0.223 1.045 0.01 0.02 -0.01
C 1.145 -5.798 -0.853 -0.07 0.02 -0.14
N 0.371 -5.124 -1.876 0.16 -0.27 0.24
C -0.202 -5.732 -2.975 0.12 0.02 0.11
C -0.817 -4.778 -3.681 0.04 0.17 0.13
N -0.625 -3.567 -3.007 -0.37 0.22 -0.22
C 0.126 -3.777 -1.858 0.06 -0.03 -0.10
S 0.726 -2.764 -0.683 -0.06 -0.04 -0.18
C -1.228 -2.345 -3.453 0.30 -0.44 -0.04
C -1.644 -2.231 -4.780 0.05 0.07 0.00
C -2.234 -1.043 -5.164 -0.03 0.02 -0.08
C -2.383 -0.024 -4.237 0.02 -0.06 0.03
C -1.929 -0.247 -2.948 0.06 -0.01 0.04
N -1.360 -1.395 -2.563 -0.25 0.35 0.11
H 1.251 -6.840 -1.151 0.02 -0.01 0.04
H 0.645 -5.731 0.112 -0.01 0.02 0.01
H 2.123 -5.330 -0.755 0.01 0.01 -0.01
H -0.119 -6.788 -3.156 0.00 0.00 0.02
H -1.388 -4.868 -4.581 -0.08 0.07 -0.03
H -1.497 -3.014 -5.506 0.05 -0.08 0.00
H -2.564 -0.918 -6.188 0.00 0.01 0.02
H -2.835 0.923 -4.497 0.00 -0.01 -0.01
H -2.026 0.513 -2.183 0.03 -0.04 0.10
C 2.715 4.573 5.729 0.03 0.14 0.00
C 3.236 3.142 5.757 -0.15 -0.22 -0.14
C 4.042 2.853 4.498 0.19 0.06 -0.08
C 4.073 2.905 7.007 0.18 0.04 0.12
O 2.085 2.316 5.823 -0.15 -0.13 0.02
Si 1.835 0.734 5.356 -0.01 0.09 0.20
S 1.468 0.454 3.377 0.37 -0.02 0.49
O 3.182 -0.038 5.972 -0.04 0.18 -0.08
C 3.390 -1.394 6.329 -0.17 0.14 -0.19
C 2.991 -1.564 7.789 -0.02 -0.11 0.16
C 4.878 -1.653 6.143 0.11 -0.06 0.01
C 2.582 -2.328 5.435 -0.06 -0.23 0.02
O 0.601 0.232 6.360 0.23 -0.09 0.06
C -0.512 0.906 6.920 0.13 -0.04 -0.30
C -0.059 1.755 8.100 -0.01 0.12 0.16
C -1.194 1.761 5.859 -0.18 0.17 -0.01
C -1.456 -0.189 7.397 -0.12 -0.04 0.06
H 3.538 5.293 5.725 -0.02 -0.03 0.00
H 2.093 4.757 6.608 0.00 0.00 -0.01
H 2.106 4.728 4.837 0.01 -0.01 0.01
H 4.884 3.550 4.437 0.00 -0.02 -0.04
H 3.416 2.961 3.611 0.00 0.01 0.03
H 4.435 1.834 4.499 -0.06 0.04 0.07
H 4.954 3.554 7.005 -0.01 -0.01 0.02
H 4.395 1.863 7.057 -0.05 0.06 -0.05
H 3.480 3.127 7.897 0.00 -0.01 -0.01
H 3.574 -0.884 8.413 0.00 -0.01 0.00
H 3.167 -2.590 8.127 0.00 0.03 -0.01
H 1.933 -1.326 7.915 0.03 0.00 -0.04
H 5.457 -0.947 6.743 -0.01 -0.01 0.00
H 5.147 -1.515 5.094 -0.01 0.00 0.02
H 5.144 -2.670 6.444 -0.02 0.03 -0.01
H 1.507 -2.172 5.560 0.11 0.05 0.03
H 2.815 -3.366 5.694 -0.03 -0.01 -0.04
H 2.818 -2.154 4.385 0.02 0.01 0.02
H 0.637 2.530 7.777 -0.04 -0.07 -0.04
H 0.444 1.123 8.836 0.00 0.01 -0.01
H -0.924 2.227 8.577 0.02 0.00 0.02
H -0.521 2.533 5.478 0.02 -0.08 0.07
H -2.079 2.249 6.278 0.01 -0.01 -0.03
H -1.500 1.136 5.018 0.02 -0.01 0.00
H -0.945 -0.826 8.123 0.00 0.01 -0.01
H -1.764 -0.808 6.553 0.01 0.01 0.00
H -2.347 0.235 7.869 0.03 -0.01 -0.02
```
Positions in Å, forces in eV/Å.

The total charge is -1. For the HOMO energy, the calculation gives -4.359 eV. The LUMO energy is 2.06 eV. Its energy above the lowest of the compared OMol25 structures with the same formula, charge and spin is 103.8 kJ/mol. Its gap between HOMO and LUMO is 6.42 eV.

=====

# 3
Formula: C27H41GaN6O4SSi
Source: the OMol25 dataset
Level of theory: wB97M-V/def2-TZVPD

Geometry as XYZ:
```
81
Properties=species:S:1:pos:R:3:forces:R:3
Ga -1.840 2.891 -0.677 -3.22 -1.33 -0.14
C 3.609 0.671 5.268 -0.12 0.01 0.16
C 3.915 0.581 3.802 -0.22 -0.10 -0.07
C 2.956 0.125 2.894 0.94 0.37 -0.14
C 3.247 0.053 1.528 0.56 0.77 2.14
C 4.495 0.452 1.046 -0.05 0.10 0.73
N 4.858 0.422 -0.316 0.23 0.40 0.77
C 4.111 0.187 -1.422 1.66 -0.38 -2.24
O 4.620 -0.411 -2.373 -0.58 0.21 0.53
N 2.820 0.589 -1.519 3.65 7.44 -2.80
C 2.183 1.742 -1.013 0.86 1.14 -0.82
C 2.851 2.821 -0.438 0.21 0.35 0.22
C 2.126 3.915 0.031 -0.29 -0.71 -0.28
C 0.748 3.902 -0.103 -0.10 0.72 0.41
N 0.065 2.891 -0.677 3.43 -0.31 -0.08
C 0.798 1.845 -1.127 -0.47 0.71 -0.71
C 5.469 0.868 1.959 -0.17 0.22 0.56
C 5.179 0.941 3.325 -0.21 -0.20 -0.72
H 2.571 0.396 5.479 0.19 0.03 -0.06
H 3.761 1.696 5.621 0.04 -0.18 0.09
H 4.259 -0.005 5.832 -0.07 0.17 0.05
H 1.970 -0.182 3.239 0.19 0.08 0.00
H 2.482 -0.340 0.866 0.82 1.39 3.80
H 5.848 0.316 -0.499 -0.25 -0.22 -0.06
H 2.327 0.102 -2.257 1.89 2.03 -1.19
H 3.932 2.845 -0.360 -0.10 -0.20 -0.03
H 2.629 4.760 0.488 -0.16 -0.12 -0.06
H 0.142 4.731 0.250 0.34 -0.22 -0.03
H 0.209 1.052 -1.580 0.11 0.34 -0.11
H 6.457 1.166 1.619 -0.11 -0.05 -0.08
H 5.946 1.287 4.015 -0.13 -0.07 -0.09
N -2.088 8.455 1.558 0.14 -0.27 -0.89
C -1.972 7.954 0.517 0.19 -1.66 -2.29
N -1.825 7.371 -0.807 -0.26 -4.33 3.01
C -1.836 5.920 -0.709 -0.28 6.67 0.42
N -1.840 4.759 -0.677 0.42 1.96 -0.33
C -1.272 -1.555 -3.879 0.24 0.00 0.48
C -2.693 -1.765 -3.330 -0.84 -0.52 -1.41
C -3.245 -3.060 -3.959 -0.02 -0.25 0.14
C -3.608 -0.609 -3.763 0.02 0.30 0.25
O -2.830 -1.972 -1.923 1.23 0.37 0.60
Si -1.843 -1.439 -0.710 -0.04 -0.82 0.01
S -1.840 0.635 -0.677 -0.52 -0.53 0.22
O -2.382 -2.014 0.744 0.03 0.38 -1.38
C -3.707 -1.962 1.278 -0.93 -0.63 1.45
C -4.840 -2.275 0.287 0.26 0.19 -0.46
C -3.715 -3.069 2.352 0.23 -0.20 0.02
C -3.970 -0.627 1.990 0.13 0.35 -0.29
O -0.308 -1.990 -0.981 -0.87 0.22 0.66
C 0.836 -1.869 -0.134 1.17 -0.76 0.40
C 1.693 -3.102 -0.484 -0.11 -0.12 -0.16
C 0.581 -1.902 1.383 -0.61 -0.07 -0.02
C 1.645 -0.619 -0.512 -4.11 -5.32 0.19
H -1.278 -1.497 -4.974 -0.25 -0.03 0.22
H -0.608 -2.378 -3.594 -0.16 0.10 0.01
H -0.822 -0.627 -3.513 -0.08 0.00 0.07
H -3.251 -3.013 -5.054 0.04 0.08 0.16
H -4.267 -3.258 -3.617 0.14 0.19 -0.04
H -2.644 -3.924 -3.654 0.03 0.19 -0.05
H -3.688 -0.548 -4.854 0.07 -0.14 0.15
H -3.235 0.355 -3.408 0.07 -0.09 0.05
H -4.615 -0.730 -3.348 0.19 -0.13 -0.08
H -4.646 -3.206 -0.257 0.03 0.14 0.13
H -4.960 -1.478 -0.455 0.09 -0.08 0.07
H -5.802 -2.377 0.803 0.29 0.04 0.13
H -3.506 -4.047 1.902 -0.10 0.17 -0.05
H -4.676 -3.128 2.874 0.12 0.09 -0.14
H -2.928 -2.896 3.096 -0.13 0.12 -0.12
H -4.123 0.186 1.275 0.07 -0.08 -0.03
H -3.123 -0.346 2.626 -0.09 -0.17 -0.06
H -4.871 -0.676 2.612 0.15 -0.17 -0.11
H 1.149 -4.028 -0.263 0.03 0.21 0.08
H 2.637 -3.116 0.071 -0.10 0.07 -0.02
H 1.923 -3.127 -1.556 -0.02 0.15 0.14
H 0.009 -2.791 1.671 0.07 0.15 -0.09
H 0.019 -1.025 1.722 -0.06 -0.02 -0.08
H 1.524 -1.915 1.942 -0.10 -0.13 -0.32
H 1.771 -0.547 -1.598 -3.60 -4.07 2.51
H 2.637 -0.628 -0.047 -1.59 -2.42 -3.61
H 1.145 0.298 -0.187 -0.05 -1.47 0.63
H -3.450 2.891 -0.677 0.58 -0.07 0.02
```
Positions in Å, forces in eV/Å.

The total charge is 0. For the HOMO energy, the calculation gives -8.791 eV. The LUMO energy is -1.36 eV. Its gap between HOMO and LUMO is 7.43 eV.